[1]
DFT (ωB97M-V/def2-TZVPD) results for C36H30AuF3Sb2 as an isolated structure.

**2S+1**: 1
**Calculated total energy**: -62735.4710 eV

Each line ends with the Löwdin charge.
Atoms and positions in Å:
1 Au 1.351 1.696 1.168  0.438
2 C -2.432 1.167 0.017  -0.391
3 C -2.712 2.362 -0.871  -0.381
4 C -1.570 3.348 -1.012  -0.413
5 Sb 0.366 2.565 -1.674  1.439
6 C 0.399 3.558 -3.607  -0.388
7 C 0.359 4.944 -3.634  -0.155
8 C 0.555 5.633 -4.817  -0.091
9 C 0.803 4.935 -5.988  -0.090
10 C 0.848 3.552 -5.970  -0.086
11 C 0.659 2.866 -4.783  -0.134
12 C -0.231 0.638 -2.411  -0.422
13 C 0.397 -0.489 -1.901  -0.144
14 C 0.054 -1.747 -2.361  -0.077
15 C -0.919 -1.887 -3.336  -0.082
16 C -1.548 -0.763 -3.849  -0.080
17 C -1.201 0.495 -3.389  -0.153
18 Sb -1.583 1.552 1.975  1.426
19 C -1.087 -0.528 2.237  -0.415
20 C -1.963 -1.501 1.783  -0.132
21 C -1.653 -2.844 1.906  -0.083
22 C -0.458 -3.228 2.491  -0.090
23 C 0.413 -2.264 2.968  -0.092
24 C 0.093 -0.921 2.846  -0.176
25 C -3.421 1.306 3.117  -0.383
26 C -4.625 1.870 2.729  -0.133
27 C -5.761 1.695 3.503  -0.090
28 C -5.697 0.962 4.675  -0.090
29 C -4.496 0.397 5.067  -0.083
30 C -3.364 0.573 4.292  -0.137
31 H -1.715 0.501 -0.466  0.029
32 H -3.358 0.611 0.167  0.057
33 H -3.583 2.906 -0.481  0.098
34 H -2.987 1.982 -1.861  0.094
35 H -1.380 3.832 -0.049  0.012
36 H -1.844 4.122 -1.729  0.046
37 H 0.177 5.492 -2.717  0.093
38 H 0.533 6.713 -4.822  0.102
39 H 0.970 5.471 -6.911  0.101
40 H 1.048 3.003 -6.880  0.104
41 H 0.711 1.786 -4.769  0.091
42 H 1.155 -0.385 -1.135  0.061
43 H 0.550 -2.619 -1.961  0.103
44 H -1.185 -2.867 -3.702  0.102
45 H -2.307 -0.867 -4.610  0.104
46 H -1.685 1.374 -3.798  0.102
47 H -2.898 -1.214 1.326  0.091
48 H -2.343 -3.589 1.535  0.102
49 H -0.210 -4.277 2.575  0.102
50 H 1.349 -2.550 3.428  0.107
51 H 0.790 -0.184 3.225  0.062
52 H -4.683 2.446 1.813  0.090
53 H -6.697 2.137 3.194  0.102
54 H -6.582 0.829 5.279  0.102
55 H -4.440 -0.179 5.980  0.105
56 H -2.426 0.126 4.596  0.095
57 F 7.763 -5.273 1.738  0.133
58 C 6.443 -5.474 1.612  -0.587
59 F 6.292 -6.388 0.633  0.134
60 F 6.051 -6.089 2.749  0.132
61 C 5.656 -4.221 1.373  -0.128
62 C 6.263 -2.975 1.463  -0.005
63 C 5.490 -1.837 1.358  -0.015
64 C 4.110 -1.935 1.164  -0.254
65 C 3.517 -3.193 1.036  -0.021
66 C 4.288 -4.332 1.143  -0.009
67 C 3.323 -0.758 1.140  -0.170
68 C 2.710 0.281 1.189  -0.247
69 H 7.330 -2.903 1.620  0.119
70 H 5.939 -0.860 1.446  0.119
71 H 2.452 -3.270 0.880  0.106
72 H 3.839 -5.312 1.058  0.123

[2]
DFT (ωB97M-V/def2-TZVPD) results for a 10-piece molecular cluster, C32H64O12 overall at a distorted geometry.

**2S+1**: 1
**SMILES**: CCOC(C)=O.CCOC(C)=O.CC(C)=O.CC(C)=O.CC(C)=O.CC(C)=O.CC(C)=O.CC(C)=O.CC(C)=O.CC(C)=O
**Calculated total energy**: -58774.3710 eV

Each line ends with the Löwdin charge.
Atoms and positions in Å:
1 C 0.585 5.582 -5.035  -0.001
2 C 0.634 4.588 -3.785  -0.179
3 O -0.554 4.426 -3.060  0.044
4 C -0.559 3.702 -1.984  -0.554
5 C -1.897 3.934 -1.152  0.029
6 O 0.248 2.998 -1.509  0.105
7 H 0.124 6.408 -4.822  0.005
8 H 0.040 4.972 -5.757  0.079
9 H 1.601 5.773 -5.373  0.090
10 H 0.978 3.737 -4.145  0.065
11 H 1.428 5.039 -3.194  0.127
12 H -2.849 4.280 -1.717  0.112
13 H -1.856 4.667 -0.376  0.045
14 H -2.208 3.000 -0.672  0.057
15 C -1.500 -4.149 -2.256  -0.095
16 C -2.341 -4.349 -3.481  -0.278
17 O -3.338 -5.353 -3.264  -0.006
18 C -4.044 -5.780 -4.329  -0.523
19 C -5.064 -6.732 -3.911  0.004
20 O -3.830 -5.519 -5.520  0.077
21 H -0.581 -3.331 -2.440  0.109
22 H -0.900 -5.083 -2.008  0.091
23 H -2.320 -3.821 -1.526  0.102
24 H -2.783 -3.406 -3.508  0.081
25 H -1.614 -4.614 -4.365  0.158
26 H -5.789 -6.240 -3.114  0.138
27 H -4.789 -7.497 -3.271  0.061
28 H -5.815 -6.970 -4.607  0.070
29 C -1.598 -0.291 0.580  0.010
30 C -0.145 -0.588 0.618  -0.341
31 C 0.867 -0.526 -0.607  0.052
32 O 0.431 -0.834 1.731  -0.058
33 H -2.159 -0.679 1.317  0.036
34 H -1.951 -0.772 -0.353  0.096
35 H -1.626 0.790 0.372  0.096
36 H 1.857 -1.034 -0.244  0.141
37 H 0.843 0.235 -1.029  -0.083
38 H 0.438 -1.393 -1.193  0.096
39 C -1.570 -4.288 2.528  -0.003
40 C -0.099 -4.188 2.604  -0.459
41 C 0.630 -3.602 3.771  -0.012
42 O 0.673 -4.481 1.620  -0.033
43 H -1.925 -4.971 1.706  0.124
44 H -1.575 -3.215 2.178  0.109
45 H -1.968 -4.445 3.354  -0.015
46 H 1.620 -3.983 3.857  0.074
47 H -0.172 -3.566 4.580  0.073
48 H 0.556 -2.372 3.649  0.119
49 C -4.486 3.336 3.465  0.005
50 C -3.196 3.459 2.621  -0.367
51 C -2.168 2.309 2.776  -0.022
52 O -2.984 4.386 1.796  0.018
53 H -4.388 3.398 4.460  0.034
54 H -4.711 2.374 3.129  0.061
55 H -5.368 4.014 3.314  0.111
56 H -1.335 2.386 2.111  0.060
57 H -2.672 1.519 2.711  -0.010
58 H -1.687 2.617 3.771  0.123
59 C -1.090 0.980 -4.391  -0.043
60 C -1.140 -0.369 -3.991  -0.354
61 C -0.193 -1.412 -4.507  -0.044
62 O -2.150 -0.804 -3.134  -0.076
63 H -1.302 1.266 -5.449  0.134
64 H -0.158 1.325 -4.336  0.031
65 H -1.588 1.686 -3.661  0.116
66 H 0.364 -2.036 -3.787  0.061
67 H 0.632 -0.926 -5.172  0.113
68 H -0.521 -2.326 -5.092  0.103
69 C 1.223 3.710 2.702  -0.046
70 C 2.299 3.004 1.989  -0.346
71 C 1.951 2.181 0.757  -0.104
72 O 3.612 2.999 2.516  -0.082
73 H 0.429 3.712 1.874  0.086
74 H 1.387 4.816 3.111  0.140
75 H 0.839 3.087 3.549  0.092
76 H 2.882 1.612 0.351  0.058
77 H 1.598 2.636 -0.301  0.109
78 H 1.326 1.363 1.028  0.058
79 C -0.701 -0.167 3.924  -0.055
80 C -1.365 -1.307 4.598  -0.330
81 C -1.065 -1.696 6.099  0.003
82 O -2.104 -2.149 3.866  -0.061
83 H -1.142 -0.258 2.917  0.042
84 H 0.385 -0.282 3.810  0.095
85 H -1.036 0.850 4.245  0.074
86 H -0.041 -2.063 6.071  0.081
87 H -1.724 -2.419 6.311  0.028
88 H -1.291 -0.878 6.781  0.086
89 C 6.013 -3.038 1.233  -0.029
90 C 5.039 -1.868 1.084  -0.426
91 C 3.994 -1.701 2.136  -0.034
92 O 5.164 -0.907 0.278  0.016
93 H 6.295 -3.536 0.120  0.161
94 H 5.921 -3.736 2.105  0.092
95 H 6.932 -2.845 1.577  0.008
96 H 4.219 -1.579 3.239  0.120
97 H 3.506 -2.592 2.220  0.030
98 H 3.279 -0.906 1.843  0.077
99 C 3.883 4.197 -0.329  -0.022
100 C 3.958 3.314 -1.521  -0.406
101 C 3.634 1.821 -1.318  -0.057
102 O 4.318 3.684 -2.698  -0.015
103 H 3.029 4.047 0.338  0.045
104 H 4.120 5.275 -0.632  0.120
105 H 4.737 3.975 0.269  0.084
106 H 4.322 1.379 -0.570  0.092
107 H 3.597 1.401 -2.358  0.105
108 H 2.615 1.619 -0.754  0.018

[3]
DFT (ωB97M-V/def2-TZVPD) results for a 2-piece molecular cluster, C2H7N3O2 overall at a distorted geometry.

**2S+1**: 1
**Calculated total energy**: -10746.8385 eV

Each line ends with the Löwdin charge.
Atoms and positions in Å:
1 C -1.123 -0.588 -1.076  -0.030
2 C -1.037 -0.619 1.255  -0.028
3 N -0.669 1.365 0.350  0.004
4 N -0.973 0.110 0.227  -0.439
5 N 2.575 0.415 0.189  -0.283
6 O 1.895 -0.185 -0.626  0.023
7 O 3.697 0.256 0.571  0.079
8 H -0.109 -0.568 -1.570  0.077
9 H -1.546 -1.576 -0.892  0.073
10 H -1.853 0.080 -1.817  0.147
11 H -1.178 -1.672 1.208  0.061
12 H -0.901 -0.151 2.267  0.103
13 H -0.902 1.837 -0.567  0.047
14 H 2.124 1.295 0.482  0.167

[4]
DFT (ωB97M-V/def2-TZVPD) results for C36H64N13O15 as an isolated structure at a distorted geometry.

**2S+1**: 1
**Net charge**: +1
**Calculated total energy**: -88405.3557 eV

Each line ends with the Löwdin charge.
Atoms and positions in Å:
1 C -2.671 -2.498 -1.131  -0.006
2 C -2.254 -1.166 -0.420  -0.410
3 C -2.686 -1.272 1.091  -0.109
4 C -1.762 -0.465 2.081  -0.197
5 C -0.351 -0.755 1.875  -0.103
6 C 0.226 -0.378 0.396  -0.413
7 N -0.761 -0.984 -0.621  0.073
8 O -0.298 -1.288 -1.730  0.188
9 C 1.604 -0.917 0.193  -0.030
10 C 0.247 1.108 0.116  -0.014
11 C -2.988 0.086 -1.070  0.006
12 H -2.521 -2.359 -2.137  0.033
13 H -3.770 -2.608 -0.943  0.116
14 H -2.183 -3.458 -0.825  0.089
15 H -2.782 -2.475 1.627  0.183
16 H -3.849 -1.169 1.283  0.130
17 H -1.928 -1.034 2.980  0.108
18 H -1.912 0.598 1.936  0.086
19 H -0.152 -1.625 1.916  -0.024
20 H 0.407 0.058 2.515  0.209
21 H 2.619 -0.624 1.064  0.203
22 H 1.925 -0.658 -0.689  -0.006
23 H 1.597 -2.044 0.200  0.104
24 H 1.072 1.575 0.703  0.081
25 H -0.766 1.665 0.554  0.135
26 H 0.530 1.604 -0.770  0.062
27 H -2.704 1.116 -0.591  0.105
28 H -4.116 0.022 -0.928  0.115
29 H -2.612 -0.148 -2.120  0.070
30 N 4.138 2.337 -4.744  -0.075
31 C 5.439 2.432 -4.320  -0.161
32 C 5.571 1.741 -2.999  -0.068
33 C 4.131 1.155 -2.715  -0.051
34 C 3.352 1.548 -3.949  -0.162
35 H 3.683 2.686 -5.686  0.205
36 H 6.100 3.079 -4.921  0.099
37 H 6.643 1.611 -2.382  0.128
38 H 3.751 0.704 -1.811  0.036
39 H 2.331 1.253 -3.923  0.072
40 N -2.979 3.716 0.992  -0.047
41 C -3.023 4.238 -0.343  -0.108
42 C -4.395 4.027 -0.839  -0.087
43 C -5.148 3.442 0.240  -0.075
44 C -4.183 3.217 1.306  -0.177
45 H -2.217 3.832 1.779  0.193
46 H -2.017 4.324 -1.053  0.145
47 H -4.525 4.369 -1.694  -0.012
48 H -6.145 3.193 0.120  0.053
49 H -4.358 2.934 2.438  0.139
50 N 2.092 -1.072 7.397  -0.043
51 C 0.827 -1.478 7.923  -0.086
52 C -0.018 -1.782 6.756  -0.105
53 C 0.891 -1.771 5.623  -0.085
54 C 2.225 -1.316 6.107  -0.171
55 H 2.785 -0.550 8.064  0.203
56 H 0.409 -1.329 8.941  0.104
57 H -0.917 -2.083 6.576  0.013
58 H 0.645 -2.022 4.556  0.083
59 H 3.137 -1.375 5.432  0.128
60 N 1.492 -2.475 -6.577  -0.081
61 C 2.043 -3.405 -5.675  -0.112
62 C 1.894 -2.856 -4.272  -0.061
63 C 1.320 -1.528 -4.533  -0.096
64 C 0.918 -1.368 -6.024  -0.104
65 H 1.681 -2.559 -7.567  0.137
66 H 2.530 -4.445 -5.942  0.130
67 H 2.263 -3.427 -3.422  0.077
68 H 0.869 -0.891 -3.849  0.008
69 H 0.703 -0.467 -6.728  0.126
70 N 4.593 3.676 3.478  -0.079
71 C 4.042 3.157 2.407  -0.160
72 C 3.337 1.942 2.841  -0.110
73 C 3.606 1.783 4.287  -0.091
74 C 4.429 3.004 4.739  -0.062
75 H 5.064 4.576 3.657  0.155
76 H 4.166 3.602 1.336  0.140
77 H 2.423 1.327 2.309  0.094
78 H 3.031 1.088 4.887  0.031
79 H 4.819 3.499 5.682  0.103
80 C -1.148 -6.343 1.172  0.091
81 N -0.406 -5.057 0.843  -0.437
82 O -0.150 -4.879 -0.337  0.029
83 O -0.246 -4.155 1.618  0.058
84 H -2.062 -6.263 0.849  0.029
85 H -1.007 -6.515 2.309  0.143
86 H -0.485 -7.006 0.573  0.117
87 C -1.151 1.604 6.163  0.083
88 N -1.992 1.692 4.906  -0.416
89 O -3.229 1.593 4.855  0.016
90 O -1.454 2.065 3.901  0.012
91 H -1.581 2.395 6.666  0.060
92 H -0.268 2.070 5.762  0.083
93 H -1.136 0.455 6.661  0.165
94 C 6.683 -1.716 -0.496  0.086
95 N 5.413 -1.116 0.119  -0.421
96 O 5.232 0.081 0.289  0.044
97 O 4.589 -1.919 0.407  0.053
98 H 6.721 -2.736 -0.241  0.080
99 H 7.598 -1.165 -0.366  0.101
100 H 6.340 -1.804 -1.469  0.073
101 C -6.086 -0.966 4.123  0.064
102 N -5.115 -1.796 4.930  -0.410
103 O -5.485 -2.762 5.505  0.098
104 O -4.011 -1.199 5.241  -0.024
105 H -7.059 -1.465 4.226  0.100
106 H -5.703 -1.051 3.039  0.117
107 H -6.111 -0.025 4.545  0.065
108 C 1.879 4.766 -3.010  0.041
109 N 1.946 4.811 -1.588  -0.411
110 O 1.489 5.814 -1.034  0.076
111 O 2.258 3.713 -1.030  0.009
112 H 2.778 4.082 -3.192  0.120
113 H 1.956 5.653 -3.393  0.038
114 H 0.900 4.318 -3.210  0.124
115 C -2.520 -3.414 -7.003  0.005
116 N -3.434 -2.650 -6.195  -0.449
117 O -4.343 -2.043 -6.869  0.009
118 O -3.174 -2.388 -5.054  0.063
119 H -3.082 -4.301 -7.637  0.165
120 H -2.059 -3.716 -6.133  0.045
121 H -1.898 -2.724 -7.806  0.168
122 C -3.572 1.426 -4.903  0.065
123 N -2.071 1.683 -4.600  -0.420
124 O -1.690 1.154 -3.497  -0.059
125 O -1.286 2.245 -5.305  0.074
126 H -3.487 0.332 -5.025  0.071
127 H -3.760 2.123 -5.860  0.137
128 H -4.134 1.899 -3.914  0.154

HOMO-LUMO gap in eV, matching the order above: 7.408; 9.089; 8.086; 4.647
Energy above the lowest of the compared OMol25 structures with the same formula, charge and spin in kJ/mol, matching the order above: 80.28; 1238.19; 698.31; 207.89